(1)
# C16H16ClN3O

C16H16ClN3O in the gas phase (the ωB97M-V functional and the def2-TZVPD basis, the OMol25 dataset).

The LUMO energy is 0.026 Ha. As for the frontier orbital gap: 8.814 eV. As for the total energy: -1319.00895 Eh. For the energy above the lowest of the compared OMol25 structures with the same formula, charge and spin, the calculation gives 34.1 kJ/mol. As for the charge: 0.

Last column: Mulliken charge in e.
Cartesian coordinates (Å):
O: -1.467 -1.298 -1.795  -0.67
C: -1.447 -0.934 -0.635  0.78
C: -2.112 0.334 -0.199  -0.03
C: -3.464 0.379 0.123  -0.30
C: -4.029 1.598 0.461  -0.42
C: -3.216 2.722 0.460  -0.39
N: -1.935 2.690 0.138  -0.63
C: -1.398 1.531 -0.191  -0.12
N: -0.841 -1.645 0.345  0.09
C: -0.669 -1.201 1.705  -0.82
C: 0.735 -0.564 1.872  -1.00
N: 1.618 -0.992 0.805  0.03
C: 1.959 -0.085 -0.195  0.14
C: 1.782 -0.353 -1.555  0.04
C: 2.141 0.564 -2.525  -1.01
C: 2.688 1.784 -2.170  -0.50
C: 2.910 2.062 -0.832  -0.56
C: 2.569 1.135 0.135  0.74
Cl: 2.983 1.504 1.782  -0.22
C: 1.468 -2.393 0.493  -0.86
C: 0.039 -2.741 0.002  -0.96
H: -4.056 -0.525 0.107  0.46
H: -5.074 1.673 0.717  0.41
H: -3.607 3.697 0.723  0.37
H: -0.351 1.555 -0.465  0.55
H: -0.772 -2.078 2.353  0.38
H: -1.447 -0.485 1.969  0.38
H: 0.643 0.520 1.849  0.56
H: 1.162 -0.855 2.839  0.38
H: 1.331 -1.280 -1.865  0.29
H: 1.972 0.325 -3.563  0.39
H: 2.954 2.509 -2.922  0.39
H: 3.365 2.993 -0.531  0.43
H: 2.216 -2.675 -0.248  0.45
H: 1.681 -2.942 1.417  0.38
H: -0.319 -3.661 0.477  0.36
H: -0.011 -2.869 -1.081  0.49



(2)
# C16H16ClN4O2ReS2Se

A molecular structure, C16H16ClN4O2ReS2Se (the ωB97M-V functional and the def2-TZVPD basis, the OMol25 dataset).

The expectation value of S² is 0.7552. The LUMO energy (alpha / beta) is 0.090 / 0.090 Ha. Its spin multiplicity is 2. As for the frontier orbital gap (alpha / beta): 5.708 / 6.306 eV. As for the total energy: -4725.19634 Eh. For the energy above the lowest of the compared OMol25 structures with the same formula, charge and spin, the calculation gives 22.9 kJ/mol. As for the charge: -1.

Last column: Mulliken charge in e.
Cartesian coordinates (Å):
Re: 0.454 0.108 -2.106  1.27
C: -2.366 2.299 3.872  -1.25
C: -1.278 2.260 2.837  1.00
C: 0.018 2.658 3.119  -0.62
C: 0.935 2.539 2.084  -0.29
N: 0.609 2.108 0.879  -0.33
C: -0.672 1.759 0.692  0.32
S: -1.189 1.333 -0.932  -0.54
N: -1.623 1.809 1.632  -0.57
H: -1.997 2.670 4.828  0.34
H: -2.777 1.298 4.012  0.28
H: -3.180 2.938 3.529  0.32
H: 0.308 3.009 4.100  0.34
H: 1.979 2.800 2.233  0.43
S: -2.354 -3.455 -3.609  -0.17
C: -3.358 -2.121 -3.237  -0.09
C: -2.607 -1.097 -2.766  -0.95
N: -1.256 -1.348 -2.750  0.53
C: -0.990 -2.543 -3.193  -0.27
H: -4.427 -2.157 -3.363  0.42
H: -2.961 -0.135 -2.429  0.31
H: 0.018 -2.918 -3.289  0.25
O: 1.773 -1.269 -3.470  -0.64
H: 2.653 -0.995 -3.169  0.33
H: 1.569 -0.698 -4.236  0.34
O: 1.859 1.088 -2.282  -0.68
Cl: 2.984 0.191 4.820  -0.27
C: 2.335 -0.298 3.268  0.45
C: 1.011 -0.688 3.176  -0.76
C: 0.498 -1.040 1.936  -0.01
C: 1.279 -1.007 0.778  0.30
C: 0.714 -1.390 -0.546  -1.70
C: 2.610 -0.610 0.915  -0.04
C: 3.144 -0.258 2.144  -0.91
H: 0.386 -0.701 4.060  0.42
H: -0.545 -1.328 1.858  0.27
H: -0.275 -1.832 -0.379  0.49
H: 1.344 -2.181 -0.980  0.59
H: 3.230 -0.538 0.028  0.27
H: 4.173 0.064 2.232  0.40
Se: -0.192 1.160 -4.586  -0.18
C: -0.743 -0.283 -5.546  0.23
N: -1.095 -1.202 -6.161  -0.61



(3)
# C16H16F2N2

4 unconnected molecules or ions with the total composition C16H16F2N2 at a distorted geometry (the ωB97M-V functional and the def2-TZVPD basis, the OMol25 dataset).

The expectation value of S² is 0.7677. The LUMO energy (alpha / beta) is -0.184 / -0.341 Ha. Its spin multiplicity is 2. As for the frontier orbital gap (alpha / beta): 6.071 / 1.809 eV. As for the total energy: -928.12761 Eh. As for the charge: +1.

Last column: Mulliken charge in e.
Cartesian coordinates (Å):
F: 1.993 2.894 0.231  -0.30
C: 2.485 2.570 1.452  0.00
C: 1.600 2.178 2.447  -0.36
C: 2.169 1.921 3.707  -0.61
C: 3.555 1.967 3.931  -0.34
C: 4.468 2.268 2.889  -0.64
C: 3.855 2.567 1.653  0.03
H: 0.521 2.174 2.425  0.67
H: 1.466 1.579 4.452  0.34
H: 3.868 1.718 4.934  0.36
H: 5.544 2.174 2.921  0.41
H: 4.484 2.830 0.815  0.41
F: -6.094 -2.743 -4.085  -0.17
C: -5.226 -2.663 -2.992  0.38
C: -4.557 -3.844 -2.552  -0.19
C: -3.795 -3.829 -1.363  -0.60
C: -3.606 -2.594 -0.712  0.11
C: -4.253 -1.431 -1.129  -0.38
C: -5.014 -1.473 -2.285  -0.21
H: -4.624 -4.706 -3.199  0.43
H: -3.369 -4.730 -0.947  0.43
H: -2.990 -2.636 0.174  0.37
H: -3.967 -0.486 -0.691  0.42
H: -5.464 -0.547 -2.612  0.41
C: 2.590 1.405 -2.187  -0.60
C: 3.215 2.750 -2.274  0.23
N: 3.661 3.773 -2.343  -0.40
H: 2.685 0.911 -1.220  0.14
H: 3.101 0.808 -2.943  0.38
H: 1.545 1.506 -2.483  0.25
C: -0.235 -1.022 1.086  -0.21
C: 0.551 -1.086 -0.169  0.42
N: 1.139 -1.256 -1.142  -0.41
H: -1.274 -1.290 0.893  -0.05
H: -0.181 0.006 1.444  -0.03
H: 0.152 -1.664 1.877  0.31



(4)
# C16H16FN3OS

C16H16FN3OS in the gas phase at a distorted geometry (the ωB97M-V functional and the def2-TZVPD basis, the OMol25 dataset).

The LUMO energy is 0.013 Ha. As for the frontier orbital gap: 8.581 eV. As for the total energy: -1356.87201 Eh. For the energy above the lowest of the compared OMol25 structures with the same formula, charge and spin, the calculation gives 0.0 kJ/mol. As for the charge: 0.

Last column: Mulliken charge in e.
Cartesian coordinates (Å):
O: -0.576 -0.661 1.199  -0.62
C: -0.895 -0.968 0.079  0.59
C: -1.742 -2.172 -0.282  -0.89
C: -3.072 -1.709 -0.910  -1.26
C: -3.577 -0.482 -0.195  0.66
C: -4.052 -0.576 1.107  -0.20
C: -4.444 0.557 1.795  -0.64
C: -4.367 1.801 1.191  -0.40
C: -3.907 1.903 -0.110  -0.66
C: -3.514 0.768 -0.797  -0.29
N: -0.475 -0.246 -1.016  -0.07
N: 0.011 1.053 -0.885  -0.24
C: 1.285 1.335 -0.453  0.37
S: 1.600 2.908 -0.088  -0.50
N: 2.138 0.289 -0.452  -0.08
C: 3.491 0.195 -0.131  0.92
C: 4.016 -1.092 0.004  -0.49
C: 5.349 -1.284 0.300  -0.63
C: 6.162 -0.175 0.459  0.29
F: 7.468 -0.356 0.746  -0.33
C: 5.667 1.109 0.325  -0.72
C: 4.330 1.295 0.027  -0.33
H: -1.932 -2.716 0.643  0.41
H: -1.201 -2.825 -0.969  0.35
H: -3.800 -2.519 -0.832  0.39
H: -2.934 -1.488 -1.971  0.45
H: -4.110 -1.542 1.585  0.37
H: -4.806 0.471 2.809  0.38
H: -4.666 2.686 1.730  0.39
H: -3.848 2.869 -0.590  0.42
H: -3.162 0.858 -1.817  0.39
H: -0.858 -0.460 -1.928  0.23
H: -0.667 1.766 -0.631  0.24
H: 1.694 -0.610 -0.608  0.12
H: 3.369 -1.950 -0.118  0.30
H: 5.762 -2.274 0.410  0.41
H: 6.324 1.953 0.453  0.43
H: 3.939 2.292 -0.077  0.24



(5)
# C16H16N2O2

C16H16N2O2 in the gas phase at a distorted geometry (the ωB97M-V functional and the def2-TZVPD basis, the OMol25 dataset).

The LUMO energy is 0.008 Ha. As for the frontier orbital gap: 8.481 eV. As for the total energy: -879.12659 Eh. For the energy above the lowest of the compared OMol25 structures with the same formula, charge and spin, the calculation gives 566.0 kJ/mol. As for the charge: 0.

Last column: Mulliken charge in e.
Cartesian coordinates (Å):
C: 0.373 3.718 -3.134  -1.06
N: 1.349 2.905 -2.405  0.12
C: 2.084 3.449 -1.304  -0.86
N: 1.419 1.579 -2.495  -0.36
C: 1.070 0.755 -3.428  -0.62
C: 0.892 -0.717 -3.255  0.25
O: 0.793 -1.469 -4.209  -0.59
C: 0.628 -1.335 -1.940  0.84
C: 0.024 -0.467 -1.004  -0.74
C: 0.002 -0.746 0.281  0.04
C: 0.416 -2.049 0.678  0.31
O: 0.279 -2.461 2.024  -0.47
C: -0.625 -1.896 2.818  0.69
C: -0.370 -1.239 3.961  -0.90
C: -1.499 -0.734 4.810  -0.10
C: -2.811 -0.888 4.482  -0.61
C: -3.026 -1.648 3.397  -0.32
C: -1.992 -2.098 2.461  -0.08
C: 0.747 -3.020 -0.296  -0.51
C: 0.974 -2.675 -1.598  -0.91
H: -0.549 3.066 -3.177  0.36
H: 0.100 4.530 -2.549  0.45
H: 0.749 4.044 -4.120  0.24
H: 2.304 4.568 -1.339  0.34
H: 1.578 3.216 -0.388  0.33
H: 3.100 2.978 -1.326  0.29
H: 0.811 1.187 -4.351  0.58
H: -0.270 0.499 -1.313  0.47
H: -0.329 0.060 0.932  0.41
H: 0.618 -0.875 4.344  0.31
H: -1.229 -0.156 5.791  0.22
H: -3.527 -0.529 5.188  0.40
H: -4.075 -1.791 3.114  0.31
H: -2.179 -2.396 1.410  0.33
H: 0.680 -3.968 0.198  0.43
H: 1.489 -3.399 -2.253  0.39



(6)
# C16H16N7O4RhS2

A molecular structure, C16H16N7O4RhS2 (the ωB97M-V functional and the def2-TZVPD basis, the OMol25 dataset).

The LUMO energy is -0.300 Ha. As for the frontier orbital gap: 6.875 eV. As for the total energy: -2209.95702 Eh. For the energy above the lowest of the compared OMol25 structures with the same formula, charge and spin, the calculation gives 0.0 kJ/mol. As for the charge: +2.

Last column: Mulliken charge in e.
Cartesian coordinates (Å):
Rh: 0.277 0.555 0.325  0.19
C: -2.025 -4.093 0.149  -1.28
C: -2.258 -2.877 0.958  0.93
N: -3.168 -2.703 1.859  -0.65
N: -3.005 -1.424 2.309  0.21
C: -2.001 -0.797 1.725  0.38
S: -1.388 0.792 1.913  -0.24
N: -1.504 -1.709 0.866  0.32
N: -0.466 -1.375 -0.024  -0.69
H: -2.743 -4.850 0.454  0.35
H: -1.020 -4.487 0.305  0.35
H: -2.166 -3.887 -0.914  0.34
H: -3.624 -1.063 3.022  0.20
H: 0.223 -2.127 -0.038  0.34
H: -0.902 -1.251 -0.950  0.36
N: 6.972 0.109 -1.975  -0.37
C: 5.885 -0.566 -2.413  0.13
O: 5.900 -1.448 -3.238  -0.54
C: 4.558 -0.200 -1.774  0.74
C: 3.415 -0.445 -2.522  -0.74
C: 2.179 -0.195 -1.964  -0.34
N: 2.056 0.249 -0.706  0.22
C: 3.155 0.496 0.024  -0.31
C: 4.421 0.285 -0.478  -0.69
H: 7.848 -0.087 -2.436  0.26
H: 6.889 1.000 -1.517  0.21
H: 3.495 -0.837 -3.527  0.50
H: 1.263 -0.330 -2.523  0.52
H: 3.008 0.879 1.028  0.52
H: 5.285 0.471 0.145  0.47
O: -2.401 0.194 -1.497  -0.57
C: -1.827 1.251 -1.418  0.59
N: -0.396 1.297 -1.375  -0.23
S: 0.128 2.847 -1.062  1.45
O: 1.046 3.413 -1.975  -0.59
O: 0.673 2.582 0.316  -0.60
C: -1.446 3.593 -1.101  0.33
C: -1.751 4.936 -1.013  -0.72
C: -3.086 5.281 -1.201  -0.53
C: -4.050 4.316 -1.488  -0.58
C: -3.717 2.971 -1.592  -0.64
C: -2.395 2.614 -1.390  0.48
H: -0.996 5.684 -0.817  0.50
H: -3.376 6.320 -1.136  0.44
H: -5.075 4.624 -1.641  0.43
H: -4.458 2.220 -1.827  0.53